No. 1
A cluster of 9 separate species, C42H107N5O12S4 in total in a non-equilibrium geometry, computed with the ωB97M-V functional and the def2-TZVPD basis.

```
170
Properties=species:S:1:pos:R:3:lowdin_charge:R:1
C -5.71 -1.95 1.82 -0.0478
C -5.15 -3.20 2.54 -0.2440
N -5.69 -3.41 3.87 -0.1872
C -5.32 -4.75 4.40 -0.2721
C -6.11 -5.84 3.73 -0.0848
C -5.31 -2.33 4.84 -0.2324
C -3.83 -2.25 5.04 -0.1062
H -6.80 -2.06 1.76 0.0795
H -5.45 -1.80 0.77 0.0487
H -5.60 -0.94 2.19 0.0459
H -5.35 -4.09 1.95 0.1059
H -4.06 -3.19 2.65 0.0825
H -4.24 -4.89 4.27 0.0996
H -5.52 -4.75 5.47 0.1148
H -6.15 -6.70 4.39 0.0721
H -7.09 -5.39 3.60 0.0855
H -5.67 -6.20 2.79 0.0658
H -5.83 -2.61 5.76 0.1118
H -5.75 -1.38 4.54 0.0932
H -3.34 -3.20 5.24 0.0733
H -3.69 -1.66 5.94 0.0762
H -3.27 -1.70 4.29 0.0472
C 2.18 -4.58 -0.04 -0.0771
C 2.98 -3.34 -0.48 -0.2566
N 3.66 -2.69 0.64 -0.2030
C 4.75 -3.42 1.20 -0.2259
C 5.95 -3.74 0.19 -0.0629
C 3.90 -1.26 0.26 -0.2112
C 4.43 -0.46 1.46 -0.0804
H 2.81 -5.38 0.34 0.0659
H 1.49 -4.99 -0.77 0.0634
H 1.50 -4.25 0.74 0.0605
H 3.69 -3.64 -1.25 0.1043
H 2.24 -2.69 -0.94 0.1087
H 5.19 -2.94 2.08 0.1014
H 4.32 -4.38 1.49 0.1007
H 6.31 -2.85 -0.33 0.0533
H 6.81 -4.19 0.69 0.0673
H 5.60 -4.33 -0.65 0.0548
H 2.91 -0.86 0.05 0.0811
H 4.54 -1.32 -0.61 0.1120
H 5.50 -0.45 1.26 0.0659
H 4.14 -0.93 2.40 0.0820
H 3.98 0.53 1.47 0.0311
C -0.41 7.63 -4.72 -0.0949
C -0.85 6.21 -4.38 -0.2480
N -0.58 5.93 -2.95 -0.1553
C 0.86 5.55 -2.71 -0.2696
C 1.32 5.78 -1.32 -0.0999
C -1.43 4.81 -2.47 -0.2327
C -2.90 5.29 -2.35 -0.0652
H -0.65 7.87 -5.76 0.0704
H 0.64 7.83 -4.53 0.0614
H -0.96 8.40 -4.19 0.0754
H -1.92 6.23 -4.55 0.1016
H -0.27 5.50 -4.97 0.1057
H 1.13 4.54 -3.01 0.0941
H 1.50 6.15 -3.36 0.1037
H 2.40 5.71 -1.29 0.0682
H 1.00 6.77 -0.98 0.0850
H 0.91 5.03 -0.63 0.0485
H -1.08 4.52 -1.48 0.0872
H -1.33 3.91 -3.08 0.0991
H -3.20 6.11 -1.70 0.0889
H -3.45 4.40 -2.02 0.0358
H -3.35 5.45 -3.33 0.0589
C 7.27 2.48 1.44 -0.0385
C 6.57 3.77 1.19 -0.1821
N 5.59 4.12 2.27 0.0640
C 4.38 3.29 2.20 -0.1941
C 3.16 4.01 2.77 -0.0313
C 6.25 4.28 3.63 -0.1615
C 7.40 5.22 3.72 -0.0725
H 8.02 2.73 2.19 0.0829
H 7.86 2.21 0.57 0.1067
H 6.64 1.64 1.75 0.0783
H 7.15 4.68 1.11 0.1311
H 6.03 3.78 0.24 0.1328
H 4.53 2.31 2.66 0.1257
H 4.19 2.95 1.18 0.1274
H 2.34 3.29 2.82 0.0689
H 2.87 4.86 2.15 0.0888
H 3.37 4.43 3.75 0.0772
H 5.57 4.52 4.44 0.1349
H 6.66 3.27 3.77 0.1358
H 7.12 6.23 3.44 0.0972
H 7.69 5.34 4.77 0.0991
H 8.31 4.96 3.18 0.0847
C 1.06 0.60 3.05 -0.0573
C -0.37 0.63 2.39 -0.2353
N -0.46 -0.04 1.10 -0.1487
C -0.08 -1.45 1.20 -0.2541
C -1.07 -2.25 2.07 -0.0641
C 0.36 0.64 0.08 -0.2455
C -0.03 2.09 -0.13 -0.0686
H 1.80 1.09 2.41 0.0277
H 1.47 -0.40 3.16 0.0627
H 1.07 1.12 4.00 0.0754
H -1.05 0.14 3.09 0.0928
H -0.68 1.67 2.36 0.0941
H -0.12 -1.87 0.19 0.0994
H 0.86 -1.68 1.69 0.0967
H -0.79 -3.28 1.88 0.0620
H -1.04 -1.97 3.12 0.0690
H -2.09 -2.14 1.71 0.0546
H 0.28 0.10 -0.86 0.1146
H 1.42 0.62 0.33 0.0824
H 0.12 2.72 0.75 0.0738
H -1.08 2.05 -0.44 0.0453
H 0.50 2.50 -0.99 0.0550
O -4.13 -6.93 -0.48 -0.2654
S -2.91 -6.24 -0.07 0.6710
O -2.85 -4.93 0.57 -0.3148
O -2.07 -7.29 0.94 -0.2574
C -0.93 -6.74 1.57 -0.3098
C 0.21 -7.68 1.25 -0.0712
C -1.75 -6.29 -1.48 -0.0925
H -1.05 -6.76 2.66 0.1265
H -0.70 -5.73 1.25 0.0834
H 0.39 -7.79 0.18 0.0742
H 0.00 -8.62 1.76 0.0875
H 1.16 -7.23 1.54 0.0704
H -0.79 -5.93 -1.13 0.0429
H -2.12 -5.57 -2.22 0.0478
H -1.77 -7.30 -1.88 0.0815
O 1.40 -0.26 -4.36 -0.3080
S 1.59 1.20 -4.40 0.6669
O 1.83 1.90 -3.15 -0.2974
O 2.78 1.59 -5.49 -0.2732
C 3.04 0.60 -6.44 -0.3045
C 4.01 1.16 -7.51 -0.0447
C 0.27 1.90 -5.39 -0.1100
H 2.10 0.20 -6.81 0.1097
H 3.51 -0.24 -5.93 0.1157
H 3.81 2.18 -7.85 0.0774
H 4.02 0.56 -8.42 0.0783
H 5.03 1.15 -7.11 0.0753
H -0.12 1.15 -6.09 0.0668
H 0.65 2.80 -5.88 0.0776
H -0.53 2.13 -4.69 0.0457
O -5.35 3.37 -0.22 -0.2862
S -4.15 2.70 0.32 0.6860
O -2.98 3.52 0.65 -0.3156
O -4.55 1.80 1.66 -0.2566
C -3.51 1.43 2.55 -0.3075
C -4.03 1.27 3.98 -0.0331
C -3.61 1.31 -0.76 -0.1000
H -2.74 2.20 2.49 0.0892
H -3.04 0.52 2.18 0.0956
H -3.16 1.17 4.62 0.0799
H -4.69 0.40 3.98 0.0511
H -4.48 2.22 4.29 0.0891
H -4.46 0.69 -1.05 0.0671
H -2.73 0.90 -0.26 0.0355
H -3.28 1.74 -1.70 0.0576
O -5.12 -1.82 -2.06 -0.3108
S -3.97 -2.65 -2.44 0.6839
O -4.16 -4.11 -2.43 -0.2956
O -3.38 -2.15 -3.91 -0.2884
C -3.74 -0.81 -4.48 -0.1892
C -2.51 -0.06 -5.13 -0.0646
C -2.49 -2.21 -1.42 -0.0860
H -4.09 -0.21 -3.64 0.0858
H -4.54 -0.85 -5.22 0.1213
H -2.27 -0.54 -6.08 0.0809
H -1.65 0.11 -4.48 0.0477
H -2.86 0.95 -5.33 0.0778
H -1.81 -3.06 -1.42 0.0613
H -2.92 -2.01 -0.44 0.0509
H -2.17 -1.26 -1.86 0.0550
```

Results
<S²>: 0.75
LUMO (spin up / spin down): -2.3 / -6.9 eV
Max |F|: 0.0638 Eh/bohr
Energy: -4433.3369 a.u.
HOMO energy (spin up / spin down): -9.166 / -9.166 eV
Total charge: +1
Spin multiplicity: 2
Gap between HOMO and LUMO (spin up / spin down): 6.8 / 2.2 eV

***

No. 2
A cluster of 17 separate species, C42H108Br2N8O24 in total in a non-equilibrium geometry, computed with the ωB97M-V functional and the def2-TZVPD basis.

```
184
Properties=species:S:1:pos:R:3:lowdin_charge:R:1
C 2.23 4.41 2.19 0.0559
N 1.88 3.74 0.91 -0.4222
O 0.79 3.94 0.41 0.0470
O 2.81 3.22 0.36 0.0813
H 1.77 3.82 2.97 0.0894
H 1.92 5.46 2.21 0.1058
H 3.31 4.31 2.28 0.0781
C 1.23 -3.80 4.14 0.0541
N 0.04 -3.38 4.92 -0.4780
O 0.14 -2.43 5.64 0.0791
O -0.87 -4.13 4.92 0.1006
H 1.61 -2.98 3.53 0.0788
H 1.00 -4.55 3.38 0.0619
H 1.97 -4.19 4.84 0.1163
C -7.05 -1.46 0.02 0.0462
N -7.59 -1.59 1.43 -0.4211
O -6.84 -1.30 2.31 0.0696
O -8.76 -1.96 1.43 0.0634
H -6.15 -0.84 -0.07 0.0519
H -7.85 -0.87 -0.43 0.0964
H -7.01 -2.44 -0.45 0.0854
C 0.99 6.31 -2.02 0.0204
N 1.99 5.36 -2.47 -0.3911
O 3.13 5.84 -2.66 0.0569
O 1.64 4.18 -2.64 0.0547
H 0.44 6.71 -2.88 0.1103
H 1.59 7.11 -1.58 0.1059
H 0.28 5.79 -1.38 0.0705
C -4.66 -5.73 -2.21 0.0521
N -5.16 -4.37 -1.96 -0.4113
O -4.73 -3.71 -1.01 0.0233
O -5.95 -3.90 -2.81 0.0520
H -4.12 -6.01 -1.31 0.1001
H -4.17 -5.69 -3.19 0.1108
H -5.57 -6.33 -2.16 0.1039
C -3.12 -1.59 -2.92 -0.0076
N -2.87 -2.77 -3.84 -0.4247
O -2.01 -3.58 -3.56 0.0393
O -3.51 -2.83 -4.88 0.0527
H -4.08 -1.12 -3.12 0.0785
H -2.37 -0.84 -3.17 0.0351
H -3.10 -1.91 -1.87 0.0321
C -3.71 -2.45 2.73 0.0210
N -3.45 -1.90 4.06 -0.4307
O -3.75 -2.55 5.04 0.0832
O -2.87 -0.81 4.18 0.0114
H -4.15 -1.82 1.96 0.0298
H -4.34 -3.32 2.88 0.1053
H -2.71 -2.83 2.51 0.0992
C -5.91 2.56 -1.40 0.0491
N -6.41 1.63 -2.49 -0.4423
O -7.02 2.15 -3.36 0.1057
O -5.87 0.54 -2.48 0.0253
H -5.81 2.04 -0.45 0.0642
H -6.68 3.32 -1.28 0.0973
H -5.00 3.01 -1.80 0.0903
Br -0.09 -0.34 -1.61 0.7330
C -0.43 0.53 0.16 -0.5971
C -1.73 1.34 0.12 -0.6435
Br -3.22 0.13 0.25 0.8013
H 0.44 1.14 0.42 0.0375
H -0.49 -0.24 0.93 0.0441
H -1.78 2.04 -0.71 0.0389
H -1.68 1.98 1.01 0.0395
C -1.06 -0.88 -5.94 -0.0466
C 0.19 -0.13 -5.43 -0.2933
O 1.27 -0.66 -6.15 -0.1709
C 2.35 0.25 -6.22 -0.2839
C 3.42 -0.50 -7.00 -0.0559
H -1.97 -0.43 -5.55 0.0680
H -1.06 -0.86 -7.02 0.0862
H -0.88 -1.90 -5.60 0.0648
H 0.04 0.91 -5.72 0.1017
H 0.32 -0.02 -4.35 0.0530
H 2.01 1.13 -6.77 0.1184
H 2.73 0.50 -5.23 0.0995
H 4.33 0.07 -7.15 0.0800
H 2.99 -0.94 -7.91 0.0815
H 3.59 -1.34 -6.34 0.0621
C 7.38 -1.48 2.60 -0.0646
C 7.56 0.01 2.96 -0.2692
O 6.25 0.47 3.30 -0.1670
C 6.27 1.85 3.54 -0.2695
C 4.81 2.34 3.59 -0.0582
H 6.46 -1.57 2.01 0.0539
H 8.20 -1.84 1.98 0.0713
H 7.35 -2.10 3.50 0.0720
H 8.26 0.05 3.79 0.1144
H 8.02 0.53 2.12 0.1085
H 6.80 1.99 4.49 0.1178
H 6.83 2.35 2.75 0.1151
H 4.10 1.76 4.16 0.0673
H 4.40 2.38 2.58 0.0462
H 4.84 3.37 3.96 0.0739
C -1.52 3.05 -3.56 -0.0469
C -2.04 4.34 -2.89 -0.2563
O -2.59 3.96 -1.64 -0.1940
C -2.91 5.09 -0.90 -0.2773
C -3.25 4.78 0.59 -0.0353
H -2.44 2.48 -3.71 0.0757
H -1.06 3.34 -4.51 0.0793
H -0.80 2.51 -2.93 0.0487
H -1.22 5.02 -2.67 0.0722
H -2.71 4.90 -3.55 0.1240
H -2.08 5.79 -0.90 0.1046
H -3.77 5.50 -1.43 0.1193
H -4.14 4.17 0.76 0.0598
H -3.46 5.72 1.10 0.0771
H -2.43 4.25 1.08 0.0576
C 2.33 -3.71 -4.58 -0.0559
C 2.39 -2.60 -3.58 -0.3201
O 3.33 -2.99 -2.64 -0.1693
C 3.60 -2.05 -1.56 -0.2239
C 4.74 -2.78 -0.82 -0.0590
H 2.13 -4.67 -4.10 0.0774
H 1.54 -3.55 -5.32 0.0743
H 3.29 -3.82 -5.10 0.0789
H 2.65 -1.61 -3.97 0.0958
H 1.43 -2.41 -3.10 0.0767
H 4.05 -1.14 -1.94 0.0736
H 2.73 -1.82 -0.95 0.0911
H 4.26 -3.62 -0.32 0.0578
H 5.19 -2.19 -0.02 0.0510
H 5.52 -3.18 -1.47 0.0824
C 2.50 -0.25 2.16 -0.0496
C 1.73 0.15 3.40 -0.2367
O 0.86 1.29 3.22 -0.1789
C 0.09 1.49 4.33 -0.2996
C -1.14 2.30 3.91 -0.0452
H 3.09 -1.15 2.31 0.0781
H 1.86 -0.45 1.29 0.0511
H 3.21 0.54 1.91 0.0591
H 1.14 -0.71 3.74 0.0881
H 2.40 0.37 4.23 0.1108
H -0.11 0.56 4.86 0.1179
H 0.74 2.13 4.93 0.1168
H -1.81 1.62 3.38 0.0584
H -0.80 3.14 3.30 0.0691
H -1.67 2.70 4.77 0.0673
C -0.91 -4.18 -0.52 -0.0723
C 0.49 -4.38 -0.02 -0.2874
O 0.56 -5.51 0.81 -0.1593
C 1.86 -5.71 1.35 -0.2777
C 1.72 -6.92 2.27 -0.0775
H -1.24 -4.93 -1.23 0.0749
H -1.54 -4.25 0.37 0.0717
H -1.05 -3.20 -0.97 0.0339
H 1.11 -4.47 -0.91 0.1244
H 0.71 -3.55 0.65 0.1118
H 2.51 -5.97 0.51 0.1193
H 2.31 -4.84 1.84 0.0927
H 0.89 -6.97 2.98 0.0772
H 2.60 -7.04 2.91 0.0713
H 1.74 -7.86 1.73 0.0745
C -4.57 2.82 6.88 -0.0590
C -4.38 1.83 5.67 -0.2598
O -5.66 1.75 5.08 -0.1753
C -5.78 0.83 3.98 -0.2537
C -5.55 1.58 2.68 -0.0842
H -4.96 2.31 7.76 0.0662
H -3.60 3.19 7.22 0.0590
H -5.20 3.67 6.61 0.0723
H -3.81 2.38 4.93 0.0828
H -3.94 0.88 5.98 0.1155
H -5.12 -0.03 4.13 0.0873
H -6.83 0.51 4.05 0.1086
H -6.25 2.41 2.60 0.0835
H -5.62 0.94 1.80 0.0083
H -4.51 1.90 2.77 0.0557
C 3.30 1.27 -2.37 -0.0947
C 4.25 2.47 -2.67 -0.2412
O 5.62 2.07 -2.65 -0.1402
C 6.05 1.61 -1.37 -0.2739
C 6.98 0.45 -1.65 -0.0746
H 2.26 1.60 -2.48 0.0405
H 3.37 0.45 -3.07 0.0462
H 3.32 0.85 -1.36 0.0479
H 3.97 2.82 -3.66 0.1101
H 3.99 3.32 -2.04 0.0778
H 6.59 2.42 -0.89 0.1166
H 5.32 1.17 -0.68 0.1023
H 7.89 0.77 -2.17 0.0780
H 6.44 -0.38 -2.09 0.0723
H 7.47 0.09 -0.75 0.0600
```

Results
LUMO: -0.5 eV
Max |F|: 0.0753 Eh/bohr
Relative energy (zero: lowest compared OMol25 entry of this formula, charge and spin): 0.00 kcal per mole
Energy: -9055.8948 a.u.
HOMO energy: -9.207 eV
Total charge: 0
Gap between HOMO and LUMO: 8.8 eV